Record 1
Density functional theory data (ωB97M-V/def2-TZVPD) for C49H39GeNP2S6SbTc as an isolated structure.

The geometry in XYZ format:
```
100
Properties=species:S:1:pos:R:3:forces:R:3:lowdin_charge:R:1
H -3.40832 -0.26798 -1.10968 -0.045 0.069 -0.092 0.0719
S -5.47887 4.80130 1.96616 0.075 0.233 -0.080 -0.1693
H 1.11025 2.50905 -1.57888 -0.003 -0.013 -0.058 0.0161
C 0.41484 -3.21005 1.13449 -0.012 0.003 0.006 -0.1028
C 0.22870 -0.82408 -6.01908 -0.007 0.004 0.023 -0.1594
S -2.87716 3.65065 0.09890 -0.137 -0.269 -0.205 -0.1619
C 0.02217 0.51952 -3.97962 -0.082 -0.144 -0.129 -0.2567
C -4.39741 2.69912 -3.39317 0.066 -0.046 0.061 -0.0706
H 1.41623 2.12384 -3.78240 -0.022 -0.085 -0.122 0.0915
H -6.26545 -0.01653 1.35805 0.068 -0.034 0.026 0.1278
H -4.27404 1.37915 1.11698 0.005 0.002 0.125 0.0539
H 3.98020 -3.50903 6.11200 -0.037 0.045 -0.045 0.1129
H -3.81947 -3.36696 2.43616 -0.016 0.047 0.003 0.1237
H -5.78581 0.35766 -1.36250 0.067 0.055 -0.054 0.1055
C 2.58964 2.65202 2.61115 -0.003 0.074 0.183 -0.0849
S -2.56734 5.64771 -0.07865 -0.099 0.239 0.038 -0.1165
C 1.99720 -0.90506 4.07853 0.036 -0.168 -0.036 -0.3516
H 1.77367 -0.16598 -7.38408 -0.045 0.001 0.111 0.1179
C 4.36177 1.01432 -1.45582 -0.017 -0.041 -0.037 -0.0600
H 2.28741 -5.80283 2.23850 -0.024 0.114 -0.042 0.1137
H -1.51125 -3.57033 -7.03049 -0.004 0.051 0.014 0.1077
C 0.47197 0.31646 1.61078 0.545 0.377 0.048 -0.6989
H -0.28291 2.67922 -0.51730 -0.067 0.088 0.275 -0.0447
C -5.02121 0.91850 -1.89105 0.036 -0.003 -0.013 -0.0747
C -5.28558 -0.43967 1.54933 -0.058 0.078 -0.057 -0.0260
C 3.15756 3.89222 2.88421 0.010 -0.042 -0.016 -0.0609
C -3.68242 0.56354 -1.75405 -0.002 0.080 -0.101 -0.1394
Sb -4.53009 6.59489 1.12514 0.033 -0.273 0.016 0.5494
P 1.07666 0.39787 3.26035 -0.532 0.436 -0.140 0.5620
C -1.89542 -2.45844 -5.21233 0.037 -0.036 -0.114 -0.0621
H 5.03944 1.84385 -1.29144 -0.032 -0.058 0.002 0.1117
C 3.42400 -2.78576 5.52641 -0.004 -0.012 -0.006 -0.0598
H -2.06251 -1.21217 -3.50846 -0.031 -0.015 0.008 0.0690
P 1.02308 -0.65597 0.28469 -0.604 0.203 -0.210 0.6111
H -2.72779 -3.08579 -4.91863 0.032 0.010 0.004 0.1089
C 2.04653 -4.81466 1.85906 0.055 -0.054 0.016 -0.0601
C -4.15021 0.35050 1.43408 0.090 -0.087 -0.002 -0.1266
H -0.61598 -2.93731 0.93348 0.123 -0.090 -0.024 0.0639
C 3.10344 4.40533 4.17193 0.025 0.050 -0.041 -0.0634
C 1.32070 -1.95025 4.70840 0.107 -0.043 -0.073 -0.0868
C 1.94275 2.43543 4.92339 0.146 -0.056 -0.066 -0.0923
C 3.38810 -0.81008 4.15967 -0.022 0.023 -0.021 -0.0809
C 1.98039 1.92134 3.62403 0.020 0.159 -0.093 -0.3714
C -2.87939 -0.18008 1.70433 -0.123 0.275 0.289 -0.3148
C -5.16691 -1.77098 1.92761 -0.152 -0.257 0.087 -0.2161
H 4.09897 -4.18728 1.76575 -0.068 0.024 0.010 0.1138
C 2.60870 -1.10370 -1.88669 0.065 0.074 0.006 -0.0994
C -0.18340 -1.92358 -6.81623 0.110 0.088 -0.056 -0.0307
H -1.80702 -1.96614 2.25101 -0.052 0.057 0.153 0.0683
H -0.34340 3.39556 -2.11859 0.050 -0.069 0.037 0.0410
C 3.06559 -3.90875 1.59466 0.023 -0.007 0.043 -0.0588
C 2.04177 -2.88998 5.43466 -0.087 0.020 -0.030 -0.0606
H 3.56210 -1.94362 0.88349 -0.018 -0.058 -0.019 0.1137
C 1.29323 0.02544 -6.42816 -0.042 -0.069 -0.022 -0.0233
H 3.83330 -1.58344 -3.57270 -0.013 0.055 0.051 0.1168
H 5.40166 0.29784 -3.19062 -0.062 -0.003 0.040 0.1130
C -5.37704 1.98593 -2.70488 0.046 0.033 -0.038 -0.0675
H 2.60080 2.25499 1.60916 -0.132 0.172 0.089 0.0557
H 1.46465 1.87239 5.71688 -0.010 0.043 -0.006 0.1043
H 3.15298 1.48280 0.24739 0.030 -0.113 -0.206 0.0678
C 1.06313 1.30353 -4.40302 0.107 -0.006 -0.110 -0.1043
H 1.92023 -1.92138 -2.06645 0.019 0.021 0.009 0.1058
C 0.02199 2.53888 -1.54473 0.317 -0.046 0.001 -0.2178
N -7.29213 -3.23567 2.25202 0.346 0.226 -0.063 0.1674
C 0.72070 -4.46775 1.62599 -0.023 -0.038 0.042 -0.0576
S -2.14871 3.22042 1.97444 0.458 -0.265 0.381 0.0641
C -1.51889 -1.41037 -4.42392 0.168 0.134 -0.010 -0.0519
C -0.43497 -0.56714 -4.79149 0.116 -0.033 -0.109 -0.1711
C -3.90430 -2.32306 2.15951 -0.072 -0.095 -0.048 -0.0200
Tc -1.32730 1.13139 1.87468 0.047 -0.764 0.109 0.7522
H 3.63023 4.45960 2.08888 -0.066 -0.056 0.082 0.1109
C 1.43809 -2.30028 0.86831 -0.093 -0.164 0.040 -0.3605
H 2.50876 1.71436 -5.96838 -0.093 -0.085 0.037 0.1077
S -0.77807 0.67726 4.11479 -0.212 0.233 -0.407 0.4112
C 4.56136 0.14869 -2.52218 -0.025 0.036 0.030 -0.0578
C 3.29017 0.81471 -0.59107 0.000 -0.004 -0.004 -0.0819
C 2.76547 -2.64836 1.09543 0.031 -0.070 0.082 -0.0768
C -1.21097 -2.72710 -6.42067 -0.105 -0.032 0.089 -0.0698
H -4.67498 3.52673 -4.03622 -0.001 -0.057 0.045 0.1093
Ge -0.80612 0.95621 -2.29592 0.348 -0.026 0.043 0.7349
C -6.35112 -2.58792 2.10480 -0.022 -0.001 -0.042 -0.1677
H 3.90812 0.01143 3.67424 -0.038 -0.069 0.098 0.1122
C -3.05921 2.34655 -3.25796 -0.247 -0.029 0.065 -0.1181
H 0.33618 -2.11300 -7.75154 -0.046 0.020 0.100 0.1165
H 1.52024 -3.69088 5.94781 0.054 0.065 -0.071 0.1138
C -2.69849 1.28067 -2.43033 -0.212 -0.154 0.001 -0.3520
C 4.09810 -1.75250 4.88499 0.045 -0.036 -0.014 -0.0636
H 0.23888 -2.01175 4.64387 0.076 0.006 0.038 0.0909
C -2.77783 -1.53045 2.05474 0.015 0.000 -0.032 -0.1240
H 3.51899 5.38568 4.38172 -0.015 -0.124 -0.011 0.1125
C 3.68376 -0.91073 -2.73614 -0.004 0.029 -0.023 -0.0544
S -0.59217 -0.94573 -0.98306 -0.187 0.160 0.073 0.5136
H -2.29892 2.90617 -3.79950 -0.092 -0.043 0.026 0.1090
H 2.46750 4.07434 6.20005 -0.007 -0.044 -0.117 0.1139
H -0.07220 -5.18222 1.81925 0.070 0.063 -0.020 0.1141
C 2.50505 3.67314 5.19249 -0.018 -0.054 0.060 -0.0592
H -6.42146 2.26014 -2.81084 0.101 -0.018 0.004 0.1100
C 1.69992 1.06521 -5.64643 0.048 0.094 0.098 -0.0699
C 2.41120 -0.24012 -0.80225 0.046 0.106 0.036 -0.3644
H 5.17569 -1.67064 4.96878 -0.074 -0.017 -0.022 0.1125
```
Forces are in eV/Å.

LUMO level (alpha / beta)   -3.6 / -3.8 eV
Orbital gap (alpha / beta)   0.245 / 0.244 Ha
HOMO energy (alpha / beta)   -10.33 / -10.40 eV
Net charge   +1
2S+1   2

=====

Record 2
Density functional theory data (ωB97M-V/def2-TZVPD) for C49H39N6OPS2V as an isolated structure.

The geometry in XYZ format:
```
99
Properties=species:S:1:pos:R:3:forces:R:3:lowdin_charge:R:1
H 3.23596 1.27425 -0.65650 -0.015 -0.023 0.020 0.0970
C -2.01688 0.57980 -2.05661 -0.039 0.014 0.006 -0.3430
C -2.64756 1.33612 -3.04775 -0.011 0.010 -0.016 -0.0775
C -3.80268 -1.03448 -2.16816 0.015 0.025 0.006 -0.0726
H -2.33053 -3.36697 -6.06783 -0.018 0.006 -0.005 0.1300
C -1.87372 0.99040 3.73859 0.017 0.016 -0.005 -0.0603
N -0.81515 -1.51777 1.25763 0.224 0.013 0.074 0.0135
H 4.84920 -0.18582 2.53799 -0.007 -0.002 -0.003 0.1177
C 2.76230 -1.67541 4.75494 -0.005 -0.015 0.013 -0.0394
C -1.97083 4.68123 -0.06753 -0.003 0.012 0.000 -0.0592
C -3.30114 -4.62067 -4.60316 -0.025 -0.005 0.008 -0.1550
H -1.64515 -1.80546 -3.98920 0.001 0.007 -0.044 0.1116
H 3.35934 -1.09052 -3.36513 0.011 0.002 -0.012 0.1387
C 1.76407 1.52811 -4.84218 0.030 0.001 -0.041 -0.0192
H -2.21887 2.27339 -3.38105 0.009 -0.003 0.011 0.1101
H 1.25125 -1.22120 2.66948 0.051 -0.074 -0.034 0.1034
N -3.71549 -1.82192 5.13865 0.012 0.042 0.021 -0.1972
C -0.98572 -3.58938 -3.40527 -0.058 0.117 -0.116 -0.7927
C 3.02576 1.52160 1.47900 -0.099 0.022 -0.041 -0.2449
C 4.48815 3.87277 1.09530 0.011 0.011 -0.015 -0.0602
H -3.00421 -3.82397 3.44264 -0.001 0.001 0.006 0.1353
C -0.16248 2.33599 2.09026 -0.002 -0.018 0.031 -0.0887
H -2.45498 -6.47736 -3.88727 -0.003 -0.002 -0.010 0.1280
C 4.51872 -0.69703 3.43264 -0.002 0.006 0.005 -0.0253
H 1.38174 3.41043 -1.50420 -0.011 -0.022 -0.006 0.1011
C 0.76035 1.04529 -2.72856 0.021 0.030 -0.110 -0.2729
C -2.38782 -3.18593 2.82257 0.017 -0.004 -0.008 0.0542
H 0.10768 2.63013 -4.03825 -0.003 -0.001 0.002 0.1163
H 3.02432 2.06247 3.55937 -0.004 -0.013 0.000 0.1285
C 0.32020 5.07703 -0.68962 -0.016 -0.002 -0.001 -0.0523
C -0.65669 2.89742 -1.00911 0.038 0.021 -0.013 -0.3724
H -2.09374 2.82772 4.82718 0.002 0.006 -0.001 0.1343
C 2.68426 0.49201 -4.66990 -0.008 -0.002 -0.001 -0.0225
C 2.15006 -0.58798 2.62267 -0.129 -0.043 -0.102 -0.0615
C 1.54458 -0.60346 -1.27636 0.081 0.108 -0.001 -0.4549
H 3.41974 0.29877 -5.43865 0.001 -0.006 0.001 0.1230
C 3.34605 2.34655 2.56497 -0.019 0.049 -0.016 -0.0318
H 4.50853 3.33755 -0.98309 0.006 0.010 0.002 0.1123
C 0.43510 3.75989 -1.10960 0.026 0.020 0.030 -0.0938
C -2.91218 -1.20907 4.28277 -0.009 -0.060 -0.017 -0.3018
C 2.17029 0.35638 1.68738 -0.034 0.053 -0.235 -0.1589
H 5.06257 4.77821 0.95248 0.001 0.000 -0.003 0.1129
C -1.86033 3.36253 -0.48106 -0.034 0.019 -0.009 -0.0928
C -2.13055 -5.56051 -4.37654 0.018 -0.024 0.005 -0.1515
H -1.66500 -5.83512 -5.32620 -0.008 0.013 -0.005 0.1298
C -2.73291 0.16486 4.56395 0.003 0.063 0.010 -0.2992
H 5.76089 -2.07190 6.26419 0.000 0.000 0.003 0.1121
N -1.78198 -2.79311 -4.12438 0.034 -0.053 0.040 0.0234
S -4.18631 -0.71094 6.20437 0.007 0.010 -0.031 1.0903
C 2.66141 -0.27973 -3.52402 -0.035 0.029 0.031 0.0207
C -0.75900 3.01755 3.14922 0.020 -0.014 -0.024 0.0105
H -4.25143 -1.95492 -1.81774 -0.014 0.001 -0.009 0.1143
C 5.03298 -1.76558 5.52521 0.010 0.006 -0.010 -0.0636
C -0.93466 -2.81316 0.96304 -0.011 -0.007 -0.023 -0.0896
H -2.11359 -1.20843 -0.86837 0.021 0.017 -0.003 0.0693
H 4.32540 4.13037 3.21971 0.000 -0.004 0.005 0.1149
C -0.88157 5.53748 -0.16793 0.005 -0.007 0.002 -0.0527
C -2.59850 -0.60655 -1.62302 -0.054 -0.013 0.034 -0.1023
N -1.14864 -4.90953 -3.51084 0.039 0.028 0.028 0.0217
C 1.69603 0.01765 -2.56374 -0.079 0.009 0.013 -0.2664
C -4.42319 -0.28153 -3.15283 -0.007 -0.002 0.013 -0.0644
C -3.84225 0.90257 -3.59615 -0.010 -0.004 -0.006 -0.0508
H -2.71635 2.70279 -0.39749 0.014 -0.019 -0.009 0.1156
H -2.91040 5.04215 0.32939 0.000 0.004 0.000 0.1165
H -5.36717 -0.60603 -3.57109 -0.001 -0.006 -0.001 0.1167
V 0.67472 -0.24227 0.45065 0.358 0.111 0.518 0.7678
C 4.07371 3.50672 2.37213 -0.002 0.008 0.009 -0.0505
H 1.16831 5.74318 -0.77547 0.000 0.004 0.006 0.1165
H -0.40279 -3.15880 0.08166 -0.005 -0.009 0.031 0.0460
C -1.61886 2.34276 3.98435 -0.006 0.015 0.001 0.0509
C 5.44491 -1.08908 4.38348 -0.004 0.001 0.011 -0.0572
H 0.54412 2.83441 1.43954 -0.011 0.009 0.003 0.1158
H 3.36771 -2.59416 6.59304 -0.002 -0.002 -0.001 0.1103
C 0.80142 1.81404 -3.88299 -0.024 -0.037 0.029 -0.0435
C 3.44222 1.90406 0.20106 0.069 0.004 -0.039 -0.0365
C 3.16459 -0.97941 3.61649 0.023 0.081 0.016 -0.2162
N -3.40442 0.57381 5.62951 0.003 -0.056 0.003 -0.1953
H -4.32993 1.49375 -4.35956 0.001 0.002 0.000 0.1174
H 6.49401 -0.87393 4.23103 0.002 -0.002 0.002 0.1124
H -3.98021 -5.04307 -5.34173 0.018 -0.002 -0.014 0.1261
H 1.71354 -1.91415 4.89672 -0.001 0.002 -0.010 0.1096
C -1.46006 -1.02712 2.34042 -0.067 0.094 0.107 -0.1297
S 0.22334 -2.94055 -2.39359 -0.053 -0.091 0.092 0.7310
O 2.11596 -1.37691 -0.53775 -0.096 -0.212 -0.046 0.0434
H 1.80480 2.12184 -5.74616 -0.002 0.009 0.007 0.1226
H -0.97217 6.56665 0.15309 -0.001 0.003 -0.003 0.1164
C -1.72018 -3.67543 1.72220 0.002 0.030 -0.024 0.0055
H -1.78487 -4.71548 1.43740 -0.010 -0.007 0.019 0.1250
C -2.25786 -1.83205 3.14939 -0.073 -0.049 -0.093 -0.0610
H -3.57478 -2.53462 -5.13548 -0.012 -0.012 0.022 0.1160
H -0.47854 -5.46593 -3.00604 -0.017 -0.027 -0.004 0.1271
C -1.25007 0.38620 2.64898 -0.113 -0.050 -0.027 -0.1241
C 3.69012 -2.06010 5.70941 -0.003 0.002 0.010 -0.0667
H -3.85777 -4.49379 -3.67200 0.001 0.006 0.003 0.1199
N -0.40464 1.05480 1.84119 -0.051 -0.181 -0.168 0.0326
P -0.44442 1.14009 -1.35666 0.112 0.016 0.064 1.1290
C 4.17395 3.06871 0.01057 -0.019 -0.026 0.044 -0.0666
H -0.52435 4.06132 3.30082 -0.010 0.001 0.017 0.1264
C -2.77888 -3.27549 -5.07492 0.023 0.010 -0.015 -0.1531
```
Forces are in eV/Å.

LUMO level (alpha / beta)   -6.2 / -6.1 eV
Orbital gap (alpha / beta)   0.228 / 0.233 Ha
HOMO energy (alpha / beta)   -12.40 / -12.40 eV
Net charge   +2
2S+1   2

=====

Record order is preserved below.
Relative energy (zero: lowest compared OMol25 entry of this formula, charge and spin): 151.00 10.97 kJ/mol
Record order is preserved below.
E_tot: -7415.0533 -4375.7438 Eh